Entry 1:
16
Properties=species:S:1:pos:R:3:forces:R:3 method="wB97M-V/def2-TZVPD" spin_multiplicity=1 lumo_energy_ha=-0.2953 orbital_gap_ev=12.84 total_charge=+2 e_above_lowest_kj_mol=47.35
Zn -7.164 11.801 6.346 0.5 0.2 0.2
O -7.715 12.085 8.290 -0.2 -0.1 0.1
H -8.493 11.600 8.565 -0.5 -0.2 0.2
H -7.389 12.490 9.094 0.3 0.5 0.3
O -7.857 9.875 6.890 0.1 0.4 -0.4
H -7.547 9.502 7.716 0.4 -0.2 0.4
H -8.698 9.447 6.734 -0.5 -0.3 -0.5
O -6.555 11.277 4.471 -0.1 0.0 0.6
H -6.079 10.447 4.449 0.3 -0.6 -0.1
H -6.882 11.390 3.578 -0.4 0.3 -0.5
O -5.190 11.893 6.929 0.2 -0.6 0.0
H -4.798 12.258 7.722 0.1 0.2 0.5
H -4.527 11.293 6.587 0.5 -0.3 -0.2
O -6.738 13.803 6.195 -0.6 0.1 -0.4
H -6.180 14.293 6.800 0.2 0.1 0.4
H -6.775 14.348 5.409 -0.2 0.3 -0.5

Entry 2:
12
Properties=species:S:1:pos:R:3:forces:R:3 method="wB97M-V/def2-TZVPD" spin_multiplicity=1 smiles="C[PH](C)=N" lumo_energy_ha=0.0354 orbital_gap_ev=9.36 total_charge=0 e_above_lowest_kj_mol=90.04
C -0.828 1.413 0.278 3.0 -1.1 1.5
C -0.182 -1.600 0.139 3.1 -1.6 0.5
N 2.035 0.213 0.143 -4.4 -0.1 -1.6
P 0.363 0.099 -0.351 2.6 -0.9 2.3
H -1.856 1.122 0.322 -0.5 -0.7 1.1
H -0.196 1.804 1.190 -2.1 -0.4 -1.5
H -0.906 2.091 -0.511 0.6 1.7 -1.2
H 0.125 -2.023 1.146 -0.3 1.2 -0.8
H -1.204 -1.799 0.010 -1.5 0.1 -0.3
H 0.386 -2.347 -0.538 -0.8 1.4 0.6
H 2.423 1.103 -0.187 -0.2 -0.1 0.0
H -0.161 -0.075 -1.643 0.5 0.4 -0.6

Entry 3:
16
Properties=species:S:1:pos:R:3:forces:R:3 method="wB97M-V/def2-TZVPD" spin_multiplicity=1 lumo_energy_ha="-0.0133 / -0.0132" orbital_gap_ev="7.66 / 7.67" total_charge=0 e_above_lowest_kj_mol=235.55
C 2.626 0.373 -0.159 -0.8 -1.2 0.9
C -0.719 -1.229 -0.473 0.5 4.0 -2.8
C -0.389 0.229 -0.175 2.1 1.3 -2.9
C -0.737 0.907 1.135 4.0 0.1 -1.2
N 1.958 -0.496 0.263 2.2 1.8 -0.7
N 0.189 0.830 -1.280 -2.4 -1.2 3.0
N -1.248 -1.878 0.523 -1.4 -4.6 -3.6
O -0.613 -1.487 -1.671 -0.4 -1.9 0.9
S 0.947 2.300 -1.331 -0.3 0.5 -0.2
H 3.100 1.272 -0.583 -0.3 -1.1 0.5
H -1.744 0.806 1.196 -3.1 -0.5 0.9
H -0.514 1.971 1.067 0.2 0.0 0.0
H -0.129 0.472 1.973 -0.8 0.3 -0.6
H 0.193 0.246 -2.139 -0.1 0.1 1.0
H -1.237 -1.520 1.387 -0.1 1.2 3.7
H -1.682 -2.797 0.266 0.7 1.3 0.9

Entry 4:
11
Properties=species:S:1:pos:R:3:forces:R:3 method="wB97M-V/def2-TZVPD" spin_multiplicity=1 smiles="COC(C)=O" lumo_energy_ha=0.0326 orbital_gap_ev=11.32 total_charge=0 e_above_lowest_kj_mol=203.07
C -1.864 -0.316 0.004 -0.1 1.3 1.6
C -0.496 0.344 -0.020 -0.2 1.8 1.1
C 1.781 0.005 -0.028 0.9 -4.1 7.2
H -2.765 0.522 -0.080 2.5 -2.6 0.4
H -1.697 -0.924 -0.865 -1.1 -0.7 -0.6
H -1.783 -1.020 0.954 -0.9 1.5 -2.0
H 1.937 0.649 -0.687 0.5 5.1 -6.6
H 2.271 0.664 0.868 -2.1 -2.0 -1.0
H 2.386 -0.859 -0.152 0.9 -0.4 -0.1
O -0.251 1.543 0.001 -0.3 -1.9 -0.3
O 0.482 -0.608 0.007 -0.1 2.1 0.3

no.,calculated total energy (eV)
1,-58802.547
2,-12980.819
3,-21612.386
4,-7301.573